A cluster of 15 separate species, C71H177N11O15 in total in a non-equilibrium geometry. Source: the OMol25 dataset; level of theory: ωB97M-V/def2-TZVPD.

As for the HOMO energy: -8.4 eV. The value obtained for the total energy is -123592.0239 eV. As for the net charge: 0.

Structure (XYZ):
```
274
C71H177N11O15 (ωB97M-V/def2-TZVPD)
C 3.07001 1.35313 4.44921
C 2.07831 2.35500 5.11742
C 1.86382 3.54667 4.25528
O 0.81902 4.28042 4.94320
C 0.91691 5.60836 4.40010
N 0.81096 1.63493 5.25236
H 4.08468 1.79013 4.43446
H 2.75998 1.21526 3.38625
H 3.14256 0.38790 4.94094
H 2.47815 2.71330 6.10379
H 1.56569 3.28823 3.24541
H 2.81888 4.10158 4.13084
H 0.09313 6.22399 4.81022
H 0.73317 5.56732 3.31824
H 1.89648 6.00514 4.55333
H 0.62433 1.25967 6.15748
H 0.05002 2.33904 5.26562
C 3.47100 5.75246 0.12912
C 3.56772 4.27867 -0.35693
C 4.26297 4.32149 -1.64967
O 4.34998 3.04876 -2.26766
C 5.12875 3.10580 -3.43480
N 4.25387 3.51679 0.75402
H 2.88463 6.34597 -0.58456
H 4.48116 6.17218 0.21042
H 3.04379 5.94112 1.10826
H 2.54026 3.95234 -0.49915
H 5.31736 4.56999 -1.34229
H 3.93978 5.04766 -2.41239
H 6.16121 3.45094 -3.17201
H 4.70595 3.80445 -4.21243
H 5.11556 2.10207 -3.87429
H 4.53575 2.55721 0.43855
H 5.15603 3.98036 0.87806
C -4.63710 5.78455 -1.38613
C -4.06547 4.41790 -1.64789
C -4.50853 3.39119 -0.58374
O -3.85816 2.17194 -0.76670
C -4.62299 1.11623 -0.18519
N -4.56333 3.95361 -2.90663
H -4.13568 6.09125 -0.43363
H -5.72429 5.70178 -1.20932
H -4.46888 6.48233 -2.17306
H -2.95272 4.42030 -1.59271
H -5.55734 3.18423 -0.76002
H -4.29695 3.77611 0.40211
H -3.98822 0.23891 -0.33616
H -5.55751 0.89306 -0.69702
H -4.85176 1.29550 0.89623
H -4.15175 3.04114 -3.04334
H -4.12069 4.45310 -3.66839
C -4.12151 5.72916 3.20802
C -3.19288 5.07779 4.11423
C -2.32018 4.13435 3.34569
O -3.03087 2.91766 3.05127
C -2.24538 2.03607 2.24656
N -2.28568 6.01222 4.83711
H -4.38720 4.99047 2.48980
H -3.60921 6.50718 2.66644
H -5.00765 6.11793 3.73142
H -3.68187 4.46548 4.83642
H -1.44641 3.91183 3.97668
H -1.86416 4.63804 2.44000
H -1.27664 1.98326 2.69153
H -2.15912 2.34050 1.21160
H -2.73688 1.08093 2.36268
H -2.77388 6.89288 4.90803
H -2.11042 5.67991 5.79236
C -8.17538 -1.21508 -4.32853
C -6.92987 -0.45688 -4.59955
C -5.70868 -1.33161 -4.80106
O -5.35986 -1.92408 -3.59404
C -4.58163 -1.05970 -2.81725
N -7.06195 0.37976 -5.76782
H -8.02781 -1.74535 -3.39491
H -8.52634 -1.80064 -5.17029
H -8.99565 -0.49022 -4.09769
H -6.68490 0.20630 -3.75170
H -4.96049 -0.70673 -5.20580
H -5.79333 -2.03853 -5.63201
H -3.63259 -0.77567 -3.30495
H -4.40894 -1.49354 -1.82718
H -4.99879 -0.09125 -2.65434
H -6.27355 1.03961 -5.78550
H -7.90614 0.92382 -5.76221
C -0.70749 8.54658 1.94284
C 0.03101 7.90234 0.79063
C -0.95682 7.29200 -0.23095
O -0.22735 6.68534 -1.20910
C -0.92323 6.49500 -2.41288
N 0.88116 8.78557 0.02741
H -1.30701 7.73744 2.30163
H -1.34502 9.26835 1.45466
H 0.03381 9.03032 2.61311
H 0.71664 7.07268 1.14798
H -1.56906 8.11378 -0.63756
H -1.56771 6.53659 0.34019
H -0.40050 5.83054 -3.10821
H -1.10626 7.47857 -2.85308
H -1.89848 5.99116 -2.30894
H 1.42125 9.34628 0.67236
H 1.42466 8.30269 -0.66821
C -1.45969 2.21191 -5.53608
C -1.25358 3.70100 -5.33487
C 0.20717 4.07169 -5.80171
O 0.41895 5.45803 -5.56533
C 1.61195 5.90946 -6.19295
N -2.26999 4.49001 -6.04876
H -1.64664 1.88918 -6.54182
H -2.35392 1.87236 -4.99146
H -0.56219 1.68353 -5.17354
H -1.39881 3.93808 -4.29203
H 0.34170 3.87241 -6.86263
H 1.00032 3.50229 -5.28551
H 1.39398 6.01181 -7.31920
H 2.45503 5.22033 -5.97315
H 1.78884 6.93774 -5.85176
H -2.09727 5.45831 -5.88972
H -2.09089 4.41372 -7.03710
C -3.94759 -6.04064 -3.71059
C -2.92498 -4.87454 -3.61282
C -3.02830 -3.97291 -4.85831
O -1.99603 -3.01233 -4.78979
C -1.93278 -2.12818 -5.79737
N -3.17435 -4.23188 -2.32343
H -4.93075 -5.58421 -3.46962
H -3.75716 -6.83643 -3.01122
H -3.90857 -6.43959 -4.75108
H -1.94650 -5.36821 -3.58714
H -3.98972 -3.44679 -4.89644
H -3.02506 -4.58818 -5.80009
H -1.32947 -1.27861 -5.50307
H -2.89269 -1.66542 -6.07876
H -1.45134 -2.51807 -6.71061
H -4.16779 -4.02700 -2.10933
H -2.63143 -3.36739 -2.22227
C -4.77057 -1.25540 2.89564
C -5.52834 -0.34908 3.89993
C -4.98787 -0.41377 5.31806
O -5.37810 0.99075 3.51234
H -3.70068 -1.17164 3.09772
H -4.95555 -0.98300 1.90165
H -5.05588 -2.29994 3.00607
H -6.61063 -0.51842 3.83122
H -5.51576 0.34014 5.90108
H -3.85325 -0.13900 5.23959
H -5.08451 -1.36081 5.90937
H -4.50087 1.27489 3.72750
C 1.28656 -2.76575 -4.20658
C 2.13234 -3.66765 -3.31957
C 1.61840 -5.06395 -3.33210
O 3.50187 -3.57166 -3.73983
H 1.52556 -3.11322 -5.25262
H 1.70594 -1.71977 -4.13087
H 0.18971 -2.89044 -4.02076
H 2.06287 -3.35120 -2.24924
H 1.49064 -5.53925 -4.32325
H 0.65308 -4.97857 -2.86410
H 2.15644 -5.79226 -2.69236
H 3.62551 -2.76300 -4.27618
C -2.92820 -5.87249 1.52322
C -4.20801 -6.50950 1.04179
C -5.45399 -5.88205 1.47230
O -4.20849 -6.63563 -0.38816
H -2.77249 -5.86249 2.60679
H -2.82228 -4.86535 1.17440
H -2.06889 -6.38099 1.12175
H -4.26896 -7.58217 1.33772
H -5.34305 -4.79777 1.48550
H -5.67269 -6.05690 2.55621
H -6.27512 -6.15345 0.74466
H -3.70705 -5.88756 -0.67547
C 0.51003 -2.10388 4.51131
C -0.97454 -1.91948 4.55006
C -1.75140 -2.54180 5.73882
O -1.26437 -0.50823 4.53139
H 1.02269 -1.82475 5.44428
H 0.86016 -1.58201 3.61087
H 0.71819 -3.18660 4.34726
H -1.37653 -2.39705 3.61745
H -1.66056 -3.61234 5.85572
H -2.81371 -2.30512 5.83303
H -1.17439 -2.21793 6.63521
H -0.42527 -0.00594 4.50441
C 4.21058 -7.91539 3.66626
C 3.93384 -6.67130 2.78932
C 4.95884 -6.77345 1.60920
C 4.56238 -5.98387 0.39281
C 3.14518 -6.39318 -0.00413
C 2.08377 -6.04061 1.05322
N 2.50621 -6.74100 2.26772
O 1.47842 -6.60454 3.32218
C 1.97786 -4.53404 1.28506
C 0.71534 -6.55191 0.62943
C 4.23269 -5.44640 3.64411
H 3.42943 -8.03316 4.49349
H 5.16702 -7.80270 4.16958
H 4.16161 -8.83347 3.07903
H 5.94782 -6.43540 1.98146
H 5.06904 -7.80525 1.38262
H 5.31028 -6.05970 -0.40730
H 4.57582 -4.93459 0.71862
H 3.14569 -7.41511 -0.31307
H 2.92959 -5.88823 -0.88668
H 2.98117 -4.21062 1.60869
H 1.66987 -4.02543 0.37929
H 1.31104 -4.41652 2.11480
H 0.51775 -6.22185 -0.37690
H 0.65490 -7.63239 0.69017
H 0.00915 -6.12348 1.36495
H 3.99367 -4.52545 3.12427
H 5.28479 -5.48048 3.93773
H 3.57435 -5.48279 4.52838
H 1.08380 -7.48847 3.38256
C 4.80868 -1.36963 -0.61914
C 5.97574 -0.60484 0.03570
C 5.54961 0.04028 1.39403
C 5.53469 -0.91071 2.57574
C 6.89593 -1.51857 2.68417
C 7.32831 -2.27388 1.43730
N 7.20171 -1.36650 0.29714
O 7.75011 -2.00087 -0.91339
C 8.82309 -2.56259 1.59361
C 6.52522 -3.58655 1.40081
C 6.27660 0.53246 -0.90367
H 4.57542 -2.22653 0.04790
H 5.19629 -1.74265 -1.58079
H 3.97362 -0.66838 -0.70342
H 6.18970 0.92285 1.59249
H 4.50658 0.47272 1.22150
H 4.80748 -1.70088 2.40548
H 5.26534 -0.37848 3.50612
H 6.91152 -2.26067 3.50434
H 7.60673 -0.71584 2.90530
H 9.38467 -1.61643 1.63666
H 8.97686 -3.18663 2.49303
H 9.24755 -3.02821 0.70154
H 5.45572 -3.44934 1.33260
H 6.85206 -4.23094 0.55559
H 6.75716 -4.19088 2.25453
H 5.37080 1.10885 -1.03394
H 6.72085 0.16699 -1.79395
H 7.06212 1.16951 -0.40472
H 7.41313 -2.91382 -0.95168
C 0.07466 2.67237 -0.76096
C 0.42416 1.14978 -0.75620
C 1.44802 0.99141 0.43142
C 1.62104 -0.47828 0.86247
C 0.25037 -0.95094 1.24253
C -0.75404 -0.99602 0.04887
N -0.90539 0.42838 -0.38049
O -1.77610 0.54028 -1.50996
C -0.36913 -2.03370 -1.04184
C -2.05840 -1.40798 0.78537
C 1.07345 0.70758 -2.11628
H -0.75103 2.96149 -1.37790
H -0.02427 3.09681 0.23216
H 0.92688 3.21305 -1.23279
H 2.45642 1.47553 0.17863
H 1.09010 1.53081 1.33091
H 2.10152 -1.07930 0.08547
H 2.32212 -0.51798 1.72138
H -0.08877 -0.26297 2.08010
H 0.29531 -1.97072 1.66808
H -1.10210 -1.94602 -1.86577
H -0.49295 -3.00409 -0.56116
H 0.60063 -1.95130 -1.46154
H -2.88318 -1.51445 0.11586
H -2.28418 -0.58075 1.44250
H -2.01131 -2.36343 1.30362
H 1.55289 -0.25820 -1.98254
H 0.28564 0.65288 -2.89288
H 1.92694 1.34138 -2.36912
H -2.39716 1.26477 -1.26303
```